[1]
DFT (ωB97M-V/def2-TZVPD) results for C10H15BrO in the gas phase in a non-equilibrium geometry.

The geometry in XYZ format:
```
27
Properties=species:S:1:pos:R:3:lowdin_charge:R:1
Br -4.725 2.154 -2.060 0.717
C -2.955 1.705 -1.769 -0.572
C -1.815 1.448 -1.425 -0.069
O 0.290 2.258 -1.030 -0.007
C 1.799 -1.168 0.930 -0.219
C 0.874 -2.017 0.014 -0.155
C 1.065 -0.418 2.011 -0.234
C -0.232 -1.479 -1.023 -0.162
C 0.421 0.848 1.604 -0.189
C 0.061 -0.085 -1.482 -0.155
C -0.835 0.900 0.728 -0.106
C -0.528 1.098 -0.773 -0.523
H -0.097 2.532 -1.878 0.100
H 2.428 -0.517 0.320 0.107
H 2.474 -1.858 1.419 0.103
H 1.634 -2.613 -0.603 0.121
H 0.321 -2.634 0.778 0.111
H 1.640 -0.207 2.947 0.130
H 0.419 -1.112 2.396 0.075
H -1.146 -1.531 -0.572 0.065
H -0.344 -2.184 -1.850 0.112
H 0.148 1.498 2.466 0.121
H 1.134 1.502 1.032 0.128
H -0.270 -0.038 -2.537 0.127
H 1.156 0.124 -1.559 0.138
H -1.455 1.748 0.990 0.118
H -1.459 0.042 0.924 0.120
```

Output
Kohn-Sham gap   0.378 Ha
SMILES string   OC1(C#CBr)CCCCCCC1
2S+1   1
E_HOMO   -9.67 eV



[2]
DFT (ωB97M-V/def2-TZVPD) results for 2 unconnected molecules or ions with the total composition C10H15BrSi in a non-equilibrium geometry.

The geometry in XYZ format:
```
27
Properties=species:S:1:pos:R:3:lowdin_charge:R:1
C -1.058 -4.088 0.330 -0.074
C -0.521 -3.278 1.323 -0.075
C -1.247 -3.619 -0.992 -0.064
C -0.039 -1.986 1.006 -0.118
C -0.709 -2.366 -1.316 -0.082
C -0.055 -1.535 -0.288 -0.294
C -0.314 2.754 -0.671 -0.144
C 0.420 1.693 1.503 -0.086
C 2.027 2.608 -0.186 -0.119
C 0.726 1.858 -0.003 -0.646
Si 0.683 0.128 -0.937 1.228
Br -3.904 1.787 -0.291 -0.693
H -1.375 -5.135 0.577 0.126
H -0.196 -3.777 2.329 0.146
H -1.595 -4.326 -1.779 0.122
H 0.503 -1.506 1.835 0.108
H -0.464 -2.062 -2.376 0.107
H -0.073 2.739 -1.709 0.056
H -1.346 2.436 -0.543 -0.070
H -0.393 3.831 -0.293 0.137
H 0.959 0.903 1.957 0.058
H -0.558 1.421 1.673 0.056
H 0.469 2.580 2.075 0.085
H 2.869 2.198 -0.737 0.059
H 1.995 3.486 -0.956 0.122
H 2.315 2.911 0.796 0.071
H 0.881 0.345 -2.327 -0.017
```

Output
Kohn-Sham gap (spin up / spin down)   0.127 / 0.128 Ha
2S+1   1
E_HOMO (spin up / spin down)   -6.50 / -6.50 eV



[3]
DFT (ωB97M-V/def2-TZVPD) results for 2 unconnected molecules or ions with the total composition C10H15ClSSi in a non-equilibrium geometry.

The geometry in XYZ format:
```
28
Properties=species:S:1:pos:R:3:lowdin_charge:R:1
C -1.651 -4.089 2.083 -0.087
C -2.664 -3.376 1.402 -0.078
C -0.280 -3.859 1.792 -0.068
C -2.293 -2.551 0.306 -0.156
C 0.086 -3.047 0.717 -0.111
C -0.941 -2.415 0.002 -0.679
C 1.877 1.586 1.222 -0.229
C 1.162 4.096 -2.728 -0.085
C 1.727 0.588 0.096 -0.408
C 0.090 4.779 -3.037 -0.091
Si -0.083 0.493 -0.456 0.050
S -0.575 -1.464 -1.486 0.632
Cl -1.161 0.516 1.267 0.363
H -2.006 -4.519 3.021 0.097
H -3.737 -3.279 1.826 0.132
H 0.435 -4.242 2.505 0.098
H -3.037 -2.110 -0.335 0.093
H 1.032 -2.585 0.672 0.075
H 2.642 1.287 1.967 0.073
H 2.030 2.635 1.027 0.059
H 0.957 1.607 1.899 0.024
H 2.094 4.750 -2.765 0.076
H 1.193 3.072 -2.477 0.001
H -0.432 1.742 -1.361 -0.019
H 2.008 -0.437 0.520 0.084
H 2.231 0.931 -0.858 0.077
H 0.046 5.719 -3.539 0.043
H -0.753 4.172 -3.281 0.035
```

Output
Kohn-Sham gap   0.362 Ha
SMILES string   CC[Si@H](Cl)Sc1ccccc1.C=C
2S+1   1
E_HOMO   -9.13 eV



[4]
DFT (ωB97M-V/def2-TZVPD) results for a molecular structure, C10H15N3O in a non-equilibrium geometry.

The geometry in XYZ format:
```
29
Properties=species:S:1:pos:R:3:lowdin_charge:R:1
C 1.884 0.049 0.083 0.020
C 1.743 1.014 1.006 -0.039
C -0.741 0.731 0.962 0.042
C -0.616 -0.184 0.028 -0.178
C 0.715 -0.554 -0.439 -0.253
C 0.469 1.380 1.627 -0.514
C 0.388 2.947 1.624 -0.018
C 0.545 0.759 3.070 -0.028
C -0.649 -0.832 -3.147 -0.026
C -1.058 -2.912 -1.811 -0.001
N 0.745 -1.386 -1.364 0.150
N -1.603 -0.536 -0.898 -0.087
N -0.511 -1.570 -1.930 -0.292
O -2.520 -1.321 -0.521 -0.165
H 2.773 -0.390 -0.264 0.105
H 2.565 1.546 1.326 0.099
H -1.718 1.069 1.418 0.155
H -0.363 3.293 2.281 0.065
H 0.230 3.209 0.601 0.075
H 1.373 3.468 1.822 0.103
H -0.363 0.946 3.561 0.053
H 1.413 1.143 3.675 0.096
H 0.768 -0.383 2.966 0.126
H -0.008 -0.015 -2.986 0.083
H -0.198 -1.274 -3.964 0.065
H -1.671 -0.620 -3.460 0.114
H -2.124 -2.794 -1.399 0.111
H -1.094 -3.412 -2.702 0.060
H -0.376 -3.372 -1.164 0.080
```

Output
Kohn-Sham gap   0.280 Ha
2S+1   1
E_HOMO   -7.36 eV



[5]
DFT (ωB97M-V/def2-TZVPD) results for 2 unconnected molecules or ions with the total composition C10H15NO in a non-equilibrium geometry.

The geometry in XYZ format:
```
27
Properties=species:S:1:pos:R:3:lowdin_charge:R:1
C -2.502 -0.940 -1.274 -0.053
C 0.117 -3.315 0.044 -0.087
C -0.818 -2.716 -0.803 -0.053
C 0.469 -2.680 1.205 -0.110
C -1.426 -1.548 -0.396 -0.295
C -0.158 -1.513 1.648 -0.074
C -1.181 -0.989 0.853 -0.059
H 0.585 -4.249 -0.208 0.099
H -1.081 -3.200 -1.724 0.108
H 1.311 -2.986 1.810 0.099
H 0.228 -0.994 2.513 0.100
H -3.120 -1.725 -1.701 0.075
H -1.994 -0.511 -2.153 0.081
H -1.697 -0.098 1.196 0.101
H -2.996 -0.107 -0.787 0.069
C 1.103 2.629 -0.580 -0.170
C 1.978 1.600 -1.310 -0.098
C 1.254 2.473 0.913 -0.565
O 2.277 2.068 1.437 0.046
N 0.184 2.842 1.670 0.152
H 1.355 3.633 -0.927 0.117
H 0.068 2.413 -0.861 0.104
H 1.752 0.620 -0.885 0.074
H 0.231 2.732 2.668 0.104
H -0.655 3.255 1.301 0.096
H 3.044 1.799 -1.300 0.075
H 1.674 1.507 -2.349 0.066
```

Output
Kohn-Sham gap   0.358 Ha
SMILES string   Cc1ccccc1.CCC(N)=O
2S+1   1
E_HOMO   -9.00 eV



[6]
DFT (ωB97M-V/def2-TZVPD) results for 2 unconnected molecules or ions with the total composition C10H15NO in a non-equilibrium geometry.

The geometry in XYZ format:
```
27
Properties=species:S:1:pos:R:3:lowdin_spin:R:1
C 2.713 0.771 0.096 0.053
C 0.051 2.768 -1.669 0.064
C 1.027 1.775 -1.503 0.094
C -0.713 2.942 -0.469 0.314
C 1.445 1.522 -0.190 0.268
C -0.376 2.589 0.850 0.077
C 0.865 2.025 0.967 0.080
H -0.404 3.038 -2.612 0.001
H 1.538 1.346 -2.336 0.002
H -1.665 3.400 -0.739 0.013
H -1.041 2.723 1.714 0.000
H 3.211 1.486 0.751 0.013
H 3.511 0.693 -0.717 0.003
H 1.286 1.902 1.960 -0.001
H 2.587 -0.194 0.565 0.019
C -0.645 -2.558 -0.085 0.000
C -1.582 -2.630 -1.320 0.000
C -1.301 -1.906 1.042 0.000
O -2.234 -1.112 0.953 0.000
N -1.033 -2.358 2.324 0.000
H -0.236 -3.577 -0.038 0.000
H 0.205 -1.835 -0.329 0.000
H -1.933 -1.532 -1.457 0.000
H -1.474 -1.973 3.132 0.000
H -0.369 -3.083 2.489 0.000
H -2.381 -3.359 -1.156 0.000
H -1.052 -2.862 -2.222 0.000
```

Output
⟨S²⟩   0.76
Kohn-Sham gap (spin up / spin down)   0.306 / 0.162 Ha
2S+1   2
E_HOMO (spin up / spin down)   -12.51 / -12.51 eV
Charge   +1



[7]
DFT (ωB97M-V/def2-TZVPD) results for 2 unconnected molecules or ions with the total composition C10H15NO2 in a non-equilibrium geometry.

The geometry in XYZ format:
```
28
Properties=species:S:1:pos:R:3:lowdin_charge:R:1
C 2.233 1.280 -1.955 -0.143
C 3.287 0.307 -1.337 -0.082
C 1.215 0.618 -2.887 -0.560
O 0.105 1.041 -3.096 0.045
N 1.735 -0.289 -3.783 0.143
H 1.767 1.873 -1.177 0.108
H 2.730 1.909 -2.698 0.116
H 3.056 -0.693 -1.700 0.054
H 1.196 -0.568 -4.588 0.105
H 2.496 -0.916 -3.671 0.074
H 3.163 0.288 -0.256 0.065
H 4.286 0.645 -1.595 0.068
C -2.811 0.620 -0.333 -0.066
C -1.698 -0.334 3.137 -0.020
C -0.373 -0.743 2.857 -0.320
C -2.445 0.097 2.073 -0.052
C -1.963 0.032 0.740 -0.295
C -0.008 -1.053 1.590 -0.023
C -0.770 -0.608 0.465 -0.016
O 0.404 -1.153 3.924 0.041
H -2.151 -0.184 4.109 0.112
H -3.394 0.621 2.131 0.112
H 0.880 -1.656 1.436 0.115
H -0.034 -0.936 4.730 0.078
H -2.673 0.135 -1.300 0.077
H -2.665 1.697 -0.439 0.087
H -0.337 -0.661 -0.519 0.098
H -3.861 0.357 -0.141 0.079
```

Output
Kohn-Sham gap   0.336 Ha
SMILES string   Cc1ccc(O)cc1.CCC(N)=O
2S+1   1
E_HOMO   -8.31 eV



[8]
DFT (ωB97M-V/def2-TZVPD) results for 2 unconnected molecules or ions with the total composition C10H15NO3S in a non-equilibrium geometry.

The geometry in XYZ format:
```
30
Properties=species:S:1:pos:R:3:lowdin_charge:R:1
C 2.066 -2.374 -1.818 -0.110
C 2.665 -1.177 -1.408 -0.090
C 0.750 -2.243 -2.121 -0.087
C 2.017 0.031 -1.125 -0.040
C -0.218 -1.240 -1.721 -0.123
C 0.563 0.019 -1.244 -0.265
C 0.296 1.173 3.381 -0.089
C -0.812 0.456 2.670 -0.247
C -0.084 1.142 -0.950 -0.191
C -0.411 -0.454 1.583 -0.251
N -1.215 -1.187 0.927 0.063
O -2.540 0.584 -1.883 -0.298
O -2.325 1.471 0.394 -0.340
O -1.803 3.035 -1.400 -0.176
S -1.796 1.461 -0.987 0.670
H 2.659 -3.184 -2.260 0.110
H 3.802 -1.164 -1.312 0.125
H 0.213 -3.055 -2.653 0.119
H 2.554 0.955 -1.032 0.104
H -1.211 -1.237 -2.255 0.135
H 0.454 2.007 2.824 0.040
H 1.138 0.590 3.552 0.058
H -0.010 1.536 4.359 0.082
H -1.402 -0.038 3.418 0.105
H -1.625 1.048 2.108 0.115
H 0.479 1.935 -0.569 0.083
H 0.667 -0.306 1.252 0.132
H -2.047 3.073 -2.360 0.110
H -2.259 -1.341 1.279 0.150
H -0.566 -1.516 -0.648 0.109
```

Output
Kohn-Sham gap (spin up / spin down)   0.292 / 0.292 Ha
SMILES string   O=S(=O)(O)/C=C1/C=CC=CC1.[H]/N=C\CC
2S+1   1
E_HOMO (spin up / spin down)   -7.90 / -7.90 eV



Relative energy (zero: lowest compared OMol25 entry of this formula, charge and spin) list, top to bottom, in eV: 1.3520 4.6335 0.5496 5.5735 0.2610 1.6266 0.9609 4.0074
E list, top to bottom, in a.u.: -3039.16726 -3253.38479 -1537.89930 -629.32382 -520.05135 -519.69259 -595.27036 -1068.55189